ORCA calculation (ωB97M-V/def2-TZVPD) on 9 unconnected molecules or ions with the total composition C6H26O10.

For the relative energy (zero: lowest compared OMol25 entry of this formula, charge and spin), the calculation gives 0.0 kcal/mol. As for the total charge: 0. The value obtained for the gap between HOMO and LUMO is 0.360 hartree. For the largest force on an atom, the calculation gives 2.36 eV/A. The SMILES is C=C(C)CCC(=O)O.O.O.O.O.O.O.O.O. The value obtained for the HOMO energy is -9.550 eV.

Atoms and positions in Å:
1 C 1.65 1.69 -1.75
2 C 0.33 1.80 -1.76
3 C -0.26 3.19 -1.95
4 C -0.70 0.70 -1.83
5 C -1.54 0.84 -0.54
6 C -2.51 -0.29 -0.35
7 O -3.56 -0.24 0.25
8 O -2.16 -1.48 -0.91
9 H 2.32 2.54 -1.82
10 H 2.24 0.78 -1.67
11 H -1.30 3.17 -2.29
12 H -0.18 3.70 -0.99
13 H 0.29 3.84 -2.63
14 H -0.26 -0.28 -1.94
15 H -1.40 0.91 -2.64
16 H -2.02 1.79 -0.36
17 H -0.90 0.72 0.34
18 H -2.81 -2.15 -0.72
19 O 2.20 -1.43 0.02
20 H 2.06 -2.12 0.69
21 H 1.48 -1.65 -0.62
22 O 1.03 -2.42 2.49
23 H 0.07 -2.44 2.51
24 H 1.20 -2.80 3.36
25 O -2.18 -2.42 1.61
26 H -3.00 -2.21 2.07
27 H -1.64 -1.64 1.86
28 O 2.45 -1.25 -3.00
29 H 3.08 -0.72 -2.51
30 H 2.61 -2.00 -2.42
31 O 0.14 -2.30 -1.54
32 H 0.38 -1.94 -2.42
33 H -0.76 -2.05 -1.33
34 O -0.90 2.62 3.36
35 H -0.31 2.43 4.09
36 H -0.53 2.10 2.63
37 O 1.85 0.66 1.87
38 H 2.15 -0.26 1.80
39 H 2.21 1.12 1.11
40 O -0.65 -0.29 2.55
41 H -0.33 0.09 3.37
42 H 0.16 -0.33 2.03